[1]
{"formula": "C2F3N", "method": "ωB97M-V with the def2-TZVPD basis set", "mol_weight_g_mol": 95.02, "lumo_energy_ev": 0.837, "total_energy_ha": -430.54886, "fmax_ha_per_bohr": 0.0232, "gap_ev": 14.419, "de_lowest_kcal_mol": 0.5, "e_homo_ha": -0.499, "elements": ["C", "C", "N", "F", "F", "F"], "coordinates": [[-0.4443, -0.0180, -0.0092], [1.0324, -0.0413, -0.0600], [2.1774, 0.0128, -0.0029], [-0.8628, 0.0359, 1.2381], [-0.9698, -1.0816, -0.5646], [-0.9329, 1.0922, -0.6014]]}

[2]
{"formula": "C2F3N", "method": "ωB97M-V with the def2-TZVPD basis set", "mol_weight_g_mol": 95.02, "lumo_energy_ev": [-0.863, -0.854], "total_energy_ha": -430.38974, "fmax_ha_per_bohr": 0.1232, "gap_ev": [7.609, 7.626], "de_lowest_kcal_mol": 100.4, "e_homo_ha": [-0.311, -0.312], "elements": ["C", "C", "N", "F", "F", "F"], "coordinates": [[1.3314, 0.2732, 0.1877], [-0.7052, 0.2056, 0.1219], [0.2796, 0.9017, 0.6396], [1.5066, -0.8027, -0.5973], [-1.2050, 0.2788, -1.0877], [-1.2074, -0.8566, 0.7357]]}

[3]
{"formula": "C2F3NO", "method": "ωB97M-V with the def2-TZVPD basis set", "mol_weight_g_mol": 111.02, "lumo_energy_ev": [-1.095, -1.418], "total_energy_ha": -505.59796, "fmax_ha_per_bohr": 0.0956, "gap_ev": [9.277, 8.206], "de_lowest_kcal_mol": 128.3, "e_homo_ha": [-0.381, -0.354], "elements": ["C", "C", "N", "O", "F", "F", "F"], "coordinates": [[-0.3854, 0.4403, 0.4223], [1.0460, 0.1672, -0.6210], [-1.1033, -0.4257, 0.9779], [-1.0608, -1.6214, 1.2133], [-0.4880, 1.6937, 0.5921], [1.4646, -1.0820, -0.7594], [0.8522, 0.6447, -1.8077]]}

[4]
{"formula": "C2F3NO2", "method": "ωB97M-V with the def2-TZVPD basis set", "mol_weight_g_mol": 127.02, "lumo_energy_ev": -0.049, "total_energy_ha": -580.73025, "fmax_ha_per_bohr": 0.0872, "gap_ev": 10.397, "de_lowest_kcal_mol": 150.9, "e_homo_ha": -0.384, "elements": ["C", "C", "N", "O", "O", "F", "F", "F"], "coordinates": [[1.1941, -0.5847, -0.7632], [1.5756, 0.5537, -0.6123], [-1.5605, -0.1128, 0.7814], [-1.3967, -0.6163, -0.2092], [-1.8351, -0.3131, 1.8506], [0.7838, -1.7083, -0.2502], [1.7471, 1.7358, -1.0493], [-1.0722, 1.3438, 0.6098]]}

[5]
{"formula": "C2F3NO5S2Sn", "method": "ωB97M-V with the def2-TZVPD basis set", "mol_weight_g_mol": 357.86, "lumo_energy_ev": [2.290, 2.249], "total_energy_ha": -1817.43083, "fmax_ha_per_bohr": 0.1388, "total_charge": -1, "gap_ev": [5.447, 7.159], "e_homo_ha": [-0.116, -0.180], "spin_multiplicity": 2, "s2": 0.75, "elements": ["O", "C", "O", "Sn", "N", "S", "O", "O", "S", "O", "C", "F", "F", "F"], "coordinates": [[1.8006, -1.4028, -0.3621], [1.4437, -2.1747, -1.2001], [0.7398, -3.0052, -1.6307], [3.9794, -1.0393, -0.2581], [4.8158, -1.0468, -4.2231], [3.4133, -1.2295, -3.3819], [2.5767, -2.2034, -4.1745], [3.8220, -1.8028, -1.8806], [5.6500, -2.4295, -4.5267], [7.1023, -2.2488, -4.1302], [5.7686, -2.2290, -6.3841], [4.5602, -2.2677, -6.9385], [6.3595, -1.0929, -6.7353], [6.4849, -3.2402, -6.8797]]}

[6]
{"formula": "C2F3NO6PtS2", "method": "ωB97M-V with the def2-TZVPD basis set", "mol_weight_g_mol": 450.23, "lumo_energy_ev": [2.515, 2.243], "total_energy_ha": -1797.44671, "fmax_ha_per_bohr": 0.1122, "total_charge": -1, "gap_ev": [6.412, 6.967], "de_lowest_kcal_mol": 0.0, "e_homo_ha": [-0.143, -0.174], "spin_multiplicity": 4, "s2": 3.78, "elements": ["N", "S", "O", "S", "O", "O", "C", "F", "F", "F", "O", "C", "O", "O", "Pt"], "coordinates": [[1.1235, 0.0853, -1.0379], [-0.4478, 0.2322, -1.5384], [-1.4754, -1.5277, 0.3869], [1.6157, 0.0534, 0.4735], [0.3153, 0.0692, 1.1944], [3.0112, 0.4427, 0.1820], [2.2103, -1.3525, 1.6090], [1.2581, -2.1039, 2.1382], [2.9936, -2.1844, 0.9340], [2.9059, -0.8554, 2.6217], [-3.6247, 0.8044, -1.5095], [-3.3284, 1.7513, -2.1774], [-3.6378, 2.7782, -2.6680], [-1.4002, 1.4737, -1.3549], [-1.5194, 0.3334, 0.7463]]}